No. 1
{
  "formula": "C7H11Cl2N4O",
  "method": "ωB97M-V/def2-TZVPD",
  "homo_lumo_gap_ev": [6.314, 5.105],
  "spin_multiplicity": 3,
  "charge": 1,
  "elements": ["Cl", "Cl", "O", "N", "N", "N", "N", "C", "C", "C", "C", "C", "C", "C", "H", "H", "H", "H", "H", "H", "H", "H", "H", "H", "H"],
  "coordinates": [[-2.29468, -2.29872, 0.40774], [0.09660, -0.06513, 2.84891], [-0.66572, 2.81107, -0.86162], [-0.35470, -0.02765, -0.82889], [1.56035, -1.05907, -0.11084], [-0.49370, -2.05174, 0.44140], [1.51744, -3.10657, 0.91513], [0.21213, -3.04204, 0.97897], [-1.57698, 0.58258, -0.43000], [0.43465, 0.81599, -1.73059], [2.14335, -2.06118, 0.39293], [0.62548, 2.26378, -1.23694], [-1.35288, 2.00619, 0.09469], [0.22281, -0.97988, -0.09842], [3.31435, -2.04370, 0.51070], [-2.08091, -0.02544, 0.32630], [-2.26116, 2.33935, 0.49855], [1.55990, 0.36853, -1.86063], [-0.50665, 1.88776, 0.90428], [0.90683, 2.82752, -2.12756], [1.15723, 2.22256, -0.19815], [-0.00302, 0.98510, -2.80766], [0.27860, 0.83376, 3.72019], [-2.22681, 0.61058, -1.26231], [-0.21252, -3.79366, 1.51382]],
  "atomic_forces_ev_per_a": [[-6.2, -1.3, -0.3], [-0.1, -0.4, -0.3], [-1.0, -0.4, -0.7], [0.2, 2.3, -0.7], [-1.0, 3.1, -1.5], [4.9, 3.2, 0.2], [0.2, -0.9, 0.5], [2.5, 1.8, -1.2], [-1.0, -0.8, 0.7], [2.8, -1.0, -2.4], [3.7, -1.4, 1.4], [-2.1, -0.2, 3.1], [5.6, -0.7, 0.5], [1.5, -3.9, 0.3], [-2.5, -0.1, -0.5], [0.3, 0.3, -0.1], [-1.1, 1.2, 0.1], [-3.1, 0.9, 0.3], [-2.1, 0.1, -0.6], [0.8, 0.3, 0.8], [0.2, 0.4, -2.3], [0.2, -1.1, 2.2], [0.1, 0.4, 0.4], [-0.8, 0.2, -1.1], [-2.0, -2.0, 1.2]],
  "mulliken_charge": [-0.2231, -0.1943, -0.3749, 0.1618, -0.3582, -0.0393, -0.4180, 0.0643, -0.4899, -0.3784, 0.0182, -0.5045, -0.5981, 0.3979, 0.3381, 0.4133, 0.4299, 0.3214, 0.3183, 0.3481, 0.3322, 0.3434, 0.2713, 0.3312, 0.4893]
}

No. 2
{
  "formula": "C4H7N2O",
  "method": "ωB97M-V/def2-TZVPD",
  "homo_lumo_gap_ev": 10.452,
  "relative_energy_kcal_mol": 91.7,
  "charge": 1,
  "smiles": "C#[N+]/N=C(\\C)OC",
  "elements": ["O", "N", "N", "C", "C", "C", "C", "H", "H", "H", "H", "H", "H", "H"],
  "coordinates": [[0.77423, -0.50816, -1.15037], [-0.93249, 0.15298, 1.79958], [-0.23129, -0.30439, 0.85929], [-1.38542, 0.35729, 2.85914], [-0.11626, 0.04442, -0.40469], [1.77842, -1.46427, -0.83178], [-0.79232, 1.24654, -0.94996], [-1.28866, 1.85477, -0.22407], [1.91187, -1.35073, 0.19975], [-0.14388, 1.86679, -1.57938], [1.37358, -2.45480, -1.02426], [-1.54521, 1.03362, -1.70083], [-1.89228, 0.70541, 3.72002], [2.48971, -1.17946, -1.57245]],
  "atomic_forces_ev_per_a": [[-2.1, 1.3, -1.0], [-1.5, 1.1, 2.9], [1.5, -2.0, -0.9], [1.2, -0.4, -3.5], [0.2, 1.4, 1.2], [-1.5, -0.6, -0.5], [-0.2, 0.2, -1.6], [0.0, 0.2, 0.7], [1.4, 0.0, 1.4], [0.5, -0.2, 0.6], [0.1, -0.1, -0.1], [-0.4, -0.7, 0.0], [-0.2, 0.1, 0.5], [1.3, -0.3, 0.2]],
  "mulliken_charge": [-0.3182, 0.0826, -0.3542, -0.1421, 0.9603, -0.6395, -1.0365, 0.3675, 0.3757, 0.3170, 0.2881, 0.3237, 0.5187, 0.2567]
}

No. 3
{
  "formula": "C6H10",
  "method": "ωB97M-V/def2-TZVPD",
  "homo_lumo_gap_ev": 9.814,
  "relative_energy_kcal_mol": 99.5,
  "elements": ["C", "C", "C", "C", "C", "C", "H", "H", "H", "H", "H", "H", "H", "H", "H", "H"],
  "coordinates": [[1.58985, -0.44596, 0.75935], [1.68340, 0.42514, -0.53383], [-1.91689, -0.94295, -0.04375], [-1.04220, 1.38501, 0.16212], [-0.86477, -0.09947, -0.08778], [0.53524, -0.59878, -0.33322], [1.32061, 0.11541, 1.70796], [0.55002, -1.56518, -0.94054], [1.46430, 1.53811, -0.44636], [-1.76163, -2.02350, -0.24559], [-1.23494, 2.03613, -1.06340], [2.42771, 0.20421, -1.34355], [-2.93305, -0.58537, 0.12862], [0.14335, 1.84855, 0.76263], [2.23313, -1.30808, 0.91987], [-2.11732, 1.40185, 0.98301]],
  "atomic_forces_ev_per_a": [[-0.4, 1.3, -0.3], [0.1, -0.5, 0.0], [1.0, -0.1, -0.4], [-0.3, 1.8, 0.7], [-0.4, -0.2, 0.1], [0.1, 0.0, -0.5], [0.2, -0.8, -1.3], [0.3, 1.5, 0.9], [0.3, -1.8, -0.1], [-0.2, 0.8, 0.2], [0.6, -1.9, 4.2], [-0.7, 0.1, 1.1], [0.3, -0.1, 0.0], [-4.4, -1.1, -1.8], [0.1, 0.4, -0.1], [3.6, 0.8, -2.8]],
  "mulliken_charge": [-0.5031, -0.6292, -1.0099, -0.8591, 0.8118, -0.2316, 0.2008, 0.3714, 0.1305, 0.2492, 0.2147, 0.2491, 0.2670, 0.1730, 0.2694, 0.2961]
}

No. 4
{
  "formula": "C17H56O11",
  "method": "ωB97M-V/def2-TZVPD",
  "homo_lumo_gap_ev": [9.482, 2.635],
  "spin_multiplicity": 2,
  "relative_energy_kcal_mol": 19.5,
  "charge": 1,
  "elements": ["O", "O", "O", "O", "O", "O", "O", "O", "O", "O", "O", "C", "C", "C", "C", "C", "C", "C", "C", "C", "C", "C", "C", "C", "C", "C", "C", "C", "H", "H", "H", "H", "H", "H", "H", "H", "H", "H", "H", "H", "H", "H", "H", "H", "H", "H", "H", "H", "H", "H", "H", "H", "H", "H", "H", "H", "H", "H", "H", "H", "H", "H", "H", "H", "H", "H", "H", "H", "H", "H", "H", "H", "H", "H", "H", "H", "H", "H", "H", "H", "H", "H", "H", "H"],
  "coordinates": [[1.47915, -0.24514, 2.48019], [1.77622, 1.34384, -4.98893], [-1.73852, -1.74922, 2.10549], [-2.15077, 1.12923, 5.25374], [0.55796, 3.90819, -0.68876], [2.40017, -3.02946, 2.10577], [-1.72937, -2.88321, -4.34642], [-3.03054, 1.64442, -2.60769], [4.90549, 2.30712, -0.03961], [-4.04072, -1.50136, 0.56158], [0.86004, 1.20155, 0.01772], [3.27857, -3.08041, 1.00137], [-0.72512, -2.59256, -2.20240], [2.40164, -2.88876, -0.23831], [-0.36733, 0.55637, -0.16774], [-1.29577, 3.30176, 4.69078], [1.50909, 1.75896, -3.65684], [0.63331, -3.55593, -4.20491], [-0.80370, 3.98869, -1.02321], [-1.54258, 1.83862, 4.19979], [4.33799, -1.93334, 1.09598], [-4.42484, -0.16814, 0.70183], [3.72468, 2.91910, -0.40536], [-1.29149, -3.00240, 1.64353], [2.34635, 0.58634, 3.16943], [-3.24156, 0.52214, -3.48086], [-0.48551, -2.54397, -3.72103], [-2.42516, 1.67671, 2.96767], [-5.28137, 0.04942, 0.06375], [-1.69775, -2.12032, -2.06430], [-1.06822, 1.02409, 0.52370], [3.11614, 0.04147, 3.71592], [0.96305, 0.97163, -3.13718], [-3.82425, 1.81348, -2.09482], [-2.38726, 0.45852, -4.15482], [2.40272, 2.05275, -3.10618], [3.64417, -4.09925, 0.87320], [1.96918, -1.89017, -0.30065], [0.03784, -2.08435, -1.61273], [-3.48362, 1.60799, 3.21875], [-0.76267, -3.60454, -1.79918], [-1.12133, -1.54228, 2.81107], [-2.28500, 2.46198, 2.22484], [0.89181, 2.65715, -3.63891], [0.92841, 1.12564, -5.38290], [-0.53748, 1.47248, 3.99046], [-0.20897, -3.12596, 1.61213], [4.86874, -2.04786, 2.04112], [-2.89631, 1.63541, 5.58475], [-3.58758, 0.45054, 0.37883], [-4.68556, 0.02794, 1.74186], [-1.45171, 3.58765, -0.24388], [-0.84708, 3.47336, -1.98272], [3.82427, 3.59795, -1.25230], [3.08671, 2.08926, -0.70946], [-2.20728, 0.70244, 2.53017], [-1.68616, -3.78647, 2.28972], [-3.26108, -0.39257, -2.88839], [1.48943, -3.42720, -3.54265], [-0.66532, 0.73271, -1.20128], [3.18576, 3.40042, 0.41074], [5.20592, 1.69655, -0.71678], [-0.20226, -1.52179, -3.97211], [0.86527, -0.67347, 3.08125], [1.68800, 0.95358, 3.95670], [-3.18218, -1.65678, 0.96200], [-1.93248, -3.74695, -3.97996], [-1.10640, 5.00327, -1.28225], [-0.66193, 3.86544, 4.00623], [0.28036, -4.57645, -4.05639], [-1.62712, -3.32252, 0.65714], [-0.76541, 3.31116, 5.64299], [0.71346, 2.98805, -0.46346], [1.46897, -3.45244, -0.26090], [2.87327, -3.11637, -1.19428], [3.82971, -0.97097, 1.03605], [1.19416, 0.83441, 0.83940], [5.06053, -2.03308, 0.28599], [2.71195, 1.38261, 2.52106], [0.96638, -3.48474, -5.24033], [-4.20395, 0.55742, -3.99139], [-2.26170, 3.77727, 4.86100], [-0.42160, -0.52212, -0.01932], [2.12715, -2.11456, 2.20587]],
  "atomic_forces_ev_per_a": [[-0.8, -1.4, -2.2], [0.3, 0.3, 0.6], [0.6, 0.5, -0.4], [0.7, -0.9, 0.3], [-1.3, 1.8, -0.8], [0.1, -0.6, 0.8], [0.5, 0.6, -0.1], [0.3, 0.3, -0.2], [1.4, 0.3, 1.2], [-0.5, -1.0, -0.8], [0.8, 0.6, -0.3], [-0.9, 1.1, -1.4], [0.2, 0.1, -0.3], [-0.7, 0.3, -0.8], [-1.6, 0.2, -0.6], [-0.2, -0.7, -0.3], [-0.5, 0.0, -0.3], [-0.6, 0.8, 1.0], [0.4, 1.8, 0.2], [-0.4, 1.9, 0.6], [-0.3, -1.7, 0.0], [0.4, 0.0, 0.2], [-1.2, -1.1, -1.1], [0.3, -2.2, 0.0], [-0.4, 0.6, 2.2], [-0.1, -0.4, 0.8], [0.7, -1.6, -0.1], [0.3, -0.3, -0.2], [0.0, -0.2, 0.0], [0.0, 0.1, 0.4], [-0.5, -0.2, -0.1], [0.5, 0.0, -0.5], [0.1, -0.1, 0.4], [-0.1, -0.2, -0.1], [-0.3, 0.2, -0.1], [0.3, -0.5, -0.4], [0.6, 0.1, 0.8], [0.5, 0.6, 0.0], [0.1, 0.2, -0.2], [0.0, 0.4, 0.2], [-0.1, -0.2, -0.2], [-0.5, 0.3, 0.2], [0.1, 0.1, -0.1], [-0.3, 0.3, -0.2], [0.0, -0.1, -0.2], [-0.1, -0.7, 0.2], [0.2, 0.4, 0.2], [0.0, 0.2, 0.0], [-0.1, 0.1, 0.0], [0.0, 0.6, 0.1], [-0.1, 0.4, 0.0], [0.0, -0.8, -0.1], [-0.4, -1.2, -0.5], [0.1, 0.3, 0.0], [-0.7, 0.2, -0.4], [0.0, 0.0, -0.2], [0.1, -0.1, 0.2], [0.1, -0.2, 0.0], [0.2, 0.0, -0.1], [-0.3, 0.1, 0.0], [0.7, 0.2, 0.3], [-0.1, 0.1, -0.1], [-0.3, 0.0, -0.4], [0.1, 0.1, 0.1], [0.6, 1.1, 0.3], [-0.1, 0.4, 0.3], [-0.3, -0.2, -0.2], [0.5, 0.2, 0.3], [-0.3, 0.2, -0.2], [-0.1, 0.0, 0.1], [-0.4, 0.9, -0.2], [0.0, -0.3, 0.0], [0.9, -2.6, 1.0], [0.3, -0.8, 0.5], [0.4, 0.2, 0.0], [0.0, 0.0, 0.0], [0.6, -0.1, 0.6], [0.0, 0.2, 0.0], [0.2, -0.2, 0.1], [-0.3, 0.4, 0.0], [0.2, 0.3, -0.3], [0.0, 0.3, -0.2], [0.6, 0.0, 0.3], [0.1, 0.3, -0.1]],
  "mulliken_charge": [-0.1924, -0.5411, -0.6051, -0.5472, -0.1158, -0.6010, -0.5467, -0.4403, -0.5601, -0.5809, 0.3021, 0.1178, -0.2999, -0.5241, 0.1257, -1.4899, -0.1336, -1.2132, -0.1975, 1.2319, -0.9302, -0.2249, -0.3146, -0.4138, -0.8566, -0.5355, 0.2962, -0.0397, 0.3568, 0.2638, -0.3088, 0.2818, 0.0053, 0.2616, 0.1829, 0.1613, 0.4132, -0.2363, -0.3257, 0.4096, 0.4193, 0.2182, 0.0999, 0.2228, 0.3182, -0.7225, 0.1807, 0.3448, 0.4108, -0.1212, 0.2594, 0.0885, 0.2858, 0.3772, -0.1476, -0.4293, 0.3351, 0.1719, 0.2178, 0.2956, 0.3365, 0.3197, 0.0636, 0.2135, 0.2797, 0.4761, 0.4013, 0.3509, 0.3225, 0.3487, 0.0960, 0.3959, 0.3529, 0.2788, 0.4369, -0.0407, -0.2166, 0.4192, 0.3519, 0.3392, 0.4080, 0.4240, -0.1351, 0.3164]
}